1.
{
  "formula": "C25H44N3O10P2S2",
  "method": "the ωB97M-V functional and the def2-TZVPD basis",
  "gap_ev": 5.58,
  "total_charge": 1,
  "species": ["O", "C", "O", "C", "C", "C", "N", "C", "C", "C", "S", "C", "S", "N", "C", "C", "N", "C", "C", "C", "H", "H", "H", "H", "H", "H", "H", "H", "H", "H", "H", "H", "H", "H", "O", "P", "O", "C", "C", "O", "C", "C", "O", "C", "C", "H", "H", "H", "H", "H", "H", "H", "H", "H", "H", "H", "H", "H", "H", "H", "O", "P", "O", "C", "C", "O", "C", "C", "O", "C", "C", "H", "H", "H", "H", "H", "H", "H", "H", "H", "H", "H", "H", "H", "H", "H"],
  "coordinates": [[0.9426, 0.6956, -2.3093], [1.5770, -0.3065, -2.1369], [2.3424, -0.7663, -3.2161], [1.6500, -1.1023, -0.7887], [0.6871, -2.1932, -0.4181], [0.8627, -2.9160, 0.8617], [1.8731, -2.6477, 1.7631], [2.0741, -3.4096, 3.0417], [3.2245, -4.4555, 2.7613], [3.5102, -5.4674, 3.9552], [3.8541, -7.1533, 3.2973], [5.3813, -7.1288, 2.3003], [5.6650, -6.0260, 1.0774], [6.4192, -8.1109, 2.5134], [6.5971, -9.0314, 3.5877], [7.8328, -9.7540, 3.2422], [8.4033, -9.2926, 1.9943], [7.4925, -8.3323, 1.6266], [2.7721, -1.6180, 1.4795], [2.7120, -0.8148, 0.2336], [2.6797, -1.6572, -2.9704], [-0.1404, -2.4143, -1.1443], [0.1390, -3.7408, 1.0858], [1.1146, -3.8597, 3.4173], [2.4271, -2.7112, 3.8637], [3.0189, -5.0748, 1.8329], [4.2070, -3.9287, 2.5439], [2.5742, -5.5467, 4.5952], [4.3129, -5.1051, 4.6695], [5.9485, -9.1546, 4.4833], [8.3552, -10.5565, 3.8203], [7.7384, -7.8436, 0.6575], [3.5859, -1.3696, 2.2067], [3.4668, 0.0010, 0.0702], [-3.8150, 1.6106, 3.5274], [-3.8435, 0.5173, 2.4801], [-5.4789, 0.4199, 2.2769], [-6.1810, 1.5355, 1.7447], [-5.9489, 1.6768, 0.2520], [-3.6463, -0.7655, 3.5006], [-3.1011, -0.5828, 4.8048], [-4.1994, -0.3520, 5.8257], [-3.6595, -0.6261, 1.2292], [-2.9557, -0.2599, 0.0466], [-1.7927, 0.6816, 0.2855], [-5.8988, 2.4528, 2.2677], [-7.2421, 1.3635, 1.9309], [-4.9178, 1.9854, 0.0503], [-6.6120, 2.4333, -0.1727], [-6.1206, 0.7284, -0.2604], [-2.3719, 0.2303, 4.8081], [-2.5556, -1.4948, 5.0606], [-4.9200, 0.3967, 5.4962], [-3.7779, -0.0352, 6.7819], [-4.7638, -1.2745, 5.9863], [-3.6575, 0.1735, -0.6714], [-2.5814, -1.1863, -0.3990], [-2.1334, 1.6428, 0.6864], [-1.2597, 0.8762, -0.6476], [-1.0918, 0.2548, 1.0096], [-0.5724, 7.1029, -4.0380], [-0.9666, 5.6515, -4.2182], [-0.0601, 5.3235, -5.5628], [1.3551, 5.3731, -5.4744], [1.9084, 4.1653, -4.7400], [-2.4166, 5.9089, -4.9581], [-3.0855, 7.1625, -4.8398], [-2.7044, 8.0911, -5.9777], [-1.4297, 4.0128, -4.1813], [-1.0859, 3.2153, -3.0517], [-1.1173, 3.9580, -1.7316], [1.6784, 6.2995, -4.9922], [1.7391, 5.3821, -6.4958], [1.6484, 4.2086, -3.6775], [2.9978, 4.1324, -4.8156], [1.4974, 3.2397, -5.1473], [-2.8862, 7.6161, -3.8670], [-4.1586, 6.9638, -4.8791], [-1.6262, 8.1338, -6.1343], [-3.0713, 9.1024, -5.7905], [-3.1389, 7.7348, -6.9157], [-0.1021, 2.7688, -3.2135], [-1.8046, 2.3916, -3.0150], [-0.3739, 4.7630, -1.7067], [-0.9017, 3.2754, -0.9081], [-2.0975, 4.4134, -1.5661]]
}

2.
{
  "formula": "C22H28FN5O2",
  "method": "the ωB97M-V functional and the def2-TZVPD basis",
  "smiles": "CC(C)(C)n1nnnc1[C@H](c1ccccc1F)N(Cc1ccco1)C[C@@H]1CCCO1",
  "gap_ev": 9.21,
  "relative_energy_kj_mol": 228.44,
  "species": ["C", "C", "C", "C", "N", "N", "N", "N", "C", "C", "C", "C", "C", "C", "C", "C", "F", "N", "C", "C", "C", "C", "C", "O", "C", "C", "C", "C", "C", "O", "H", "H", "H", "H", "H", "H", "H", "H", "H", "H", "H", "H", "H", "H", "H", "H", "H", "H", "H", "H", "H", "H", "H", "H", "H", "H", "H", "H"],
  "coordinates": [[1.6290, -3.7254, 2.7589], [0.9975, -2.8354, 1.6857], [1.9132, -2.7955, 0.4604], [-0.3938, -3.3604, 1.3205], [0.8437, -1.5045, 2.2614], [0.8463, -1.3450, 3.5893], [0.6373, -0.1250, 3.8427], [0.4882, 0.5732, 2.7266], [0.6094, -0.2740, 1.7274], [0.5025, 0.0918, 0.2793], [1.8638, 0.3589, -0.3265], [2.9565, 0.7802, 0.4202], [4.1702, 1.0565, -0.1866], [4.3120, 0.9212, -1.5564], [3.2386, 0.5028, -2.3234], [2.0364, 0.2310, -1.6997], [1.0045, -0.1986, -2.4566], [-0.3623, 1.2303, 0.0137], [0.0249, 2.4914, 0.6372], [-0.4694, 3.6302, -0.1905], [-1.5133, 4.4930, -0.0205], [-1.5154, 5.3452, -1.1522], [-0.4761, 4.9332, -1.9254], [0.1614, 3.8999, -1.3524], [-1.7707, 0.9250, 0.1604], [-2.2737, 0.0541, -0.9897], [-3.7943, 0.1144, -1.1903], [-4.1200, -1.2415, -1.8306], [-2.8273, -2.0568, -1.6276], [-2.0125, -1.3211, -0.7400], [1.0167, -3.7360, 3.6556], [1.7227, -4.7398, 2.3809], [2.6163, -3.3561, 3.0258], [1.4073, -2.3930, -0.4113], [2.2301, -3.8080, 0.2232], [2.8008, -2.1979, 0.6596], [-0.3052, -4.3453, 0.8700], [-0.8929, -2.6982, 0.6169], [-1.0075, -3.4412, 2.2154], [0.0395, -0.7449, -0.2529], [2.8550, 0.8972, 1.4894], [5.0049, 1.3828, 0.4147], [5.2565, 1.1400, -2.0302], [3.3195, 0.3865, -3.3926], [1.1148, 2.5291, 0.6670], [-0.3564, 2.5827, 1.6622], [-2.1877, 4.5272, 0.8110], [-2.1949, 6.1475, -1.3549], [-0.0999, 5.2827, -2.8664], [-2.3128, 1.8713, 0.1245], [-1.9979, 0.4276, 1.1168], [-1.7562, 0.3557, -1.9135], [-4.2802, 0.2079, -0.2186], [-4.0851, 0.9578, -1.8113], [-4.3452, -1.1406, -2.8907], [-4.9680, -1.7187, -1.3433], [-2.3016, -2.1889, -2.5837], [-2.9994, -3.0369, -1.1793]]
}

3.
{
  "formula": "C3H6INO2S",
  "method": "the ωB97M-V functional and the def2-TZVPD basis",
  "gap_ev": [4.79, 4.72],
  "relative_energy_kj_mol": 329.04,
  "species": ["C", "C", "C", "N", "O", "O", "S", "I", "H", "H", "H", "H", "H", "H"],
  "coordinates": [[-0.6369, 0.0687, -0.5580], [0.1879, -0.6300, -1.6928], [-1.5583, -1.0290, -0.0224], [-0.6375, 1.2469, -0.3494], [2.4326, 0.4726, 2.1935], [2.7155, 2.8520, 1.5116], [1.9549, 1.6185, 1.4205], [-0.3010, 1.9915, 2.7552], [-0.3774, -1.2751, -2.3340], [0.8977, -1.1434, -0.9756], [0.9009, -0.0940, -2.3089], [-2.1445, -0.6156, 0.7946], [-1.2339, -2.0083, 0.4047], [-2.2000, -1.4548, -0.8391]]
}

4.
{
  "formula": "C8H16N2O6S",
  "method": "the ωB97M-V functional and the def2-TZVPD basis",
  "smiles": "O=NN1CCS[C@H]1[C@@H](O)[C@H](O)[C@@H](O)[C@@H](O)CO",
  "gap_ev": 9.58,
  "relative_energy_kj_mol": 629.08,
  "species": ["O", "N", "N", "C", "C", "S", "C", "C", "O", "C", "O", "C", "O", "C", "O", "C", "O", "H", "H", "H", "H", "H", "H", "H", "H", "H", "H", "H", "H", "H", "H", "H", "H"],
  "coordinates": [[-0.6162, -0.2543, -4.8465], [-0.7583, -0.1686, -3.6237], [0.2589, -0.8805, -2.9668], [0.9309, -2.1268, -3.5441], [0.6933, -3.1011, -2.3557], [1.2205, -2.1592, -0.8892], [0.3120, -0.7346, -1.4577], [0.6515, 0.6480, -0.9641], [0.7000, 1.7437, -2.0836], [-0.1971, 1.2184, 0.2195], [0.0314, 2.6324, 0.4140], [0.1242, 0.6073, 1.6094], [1.5050, 0.8062, 1.9242], [-0.8791, 1.1547, 2.6343], [-2.2967, 1.0906, 2.2549], [-0.7069, 0.4267, 3.8897], [-1.3784, 1.1616, 4.8838], [0.5266, -2.5900, -4.4341], [1.9946, -2.1364, -3.6495], [-0.3557, -3.2088, -2.2250], [1.3321, -4.0112, -2.4015], [-0.7237, -0.8313, -1.0806], [1.6762, 0.5843, -0.6113], [0.9479, 1.1990, -2.8736], [-1.3293, 1.0812, -0.0569], [0.1229, 2.9521, -0.5056], [0.0127, -0.5055, 1.5727], [1.8932, 1.6813, 1.7698], [-0.5908, 2.1715, 2.8810], [-2.8859, 1.1611, 3.0089], [-1.2018, -0.4792, 3.7598], [0.3466, 0.1409, 4.0779], [-1.3608, 0.7263, 5.6696]]
}

Number 1: total energy -3374.3525 a.u.. Number 2: total energy -1379.1966 a.u.. Number 3: total energy -1018.8523 a.u.. Number 4: total energy -1273.4028 a.u..